Record 1
14
Properties=species:S:1:pos:R:3:forces:R:3 method="wB97M-V/def2-TZVPD" lumo_ha=-0.00208
C -0.151683 -0.443741 -1.477092 1.8 2.6 2.6
C -0.383035 0.064698 1.303206 -0.1 -0.5 -0.3
C 0.880775 1.051138 -0.432274 -1.4 -3.0 -2.4
N -0.008441 1.240187 0.585611 -0.3 0.6 0.6
O -0.049766 -2.393764 0.288009 0.4 0.0 0.1
O -2.222980 -1.284973 -0.075140 -0.3 0.3 -0.1
S -0.791744 -1.201626 -0.000545 -0.1 0.1 0.0
I 2.787745 0.108994 -0.003442 0.1 0.2 0.0
H -0.899881 0.054409 -2.064186 -0.2 0.1 -0.1
H 0.591799 -1.037261 -1.973733 0.1 -0.2 -0.1
H 0.408441 -0.376041 1.920576 0.0 0.0 -0.1
H -1.284210 0.238190 1.885614 0.0 -0.1 0.0
H 1.022905 1.893843 -1.091287 0.1 0.1 0.0
H 0.100078 2.085944 1.134678 -0.1 -0.1 -0.1



Record 2
117
Properties=species:S:1:pos:R:3:forces:R:3 method="wB97M-V/def2-TZVPD" lumo_ha=-0.00688
Zr 0.960767 -0.503924 -0.933853 -0.6 -0.3 0.6
C -6.180899 -1.153086 -0.155238 0.0 0.0 0.0
C -4.808385 -0.932364 -0.729751 0.0 0.0 0.0
C -4.544266 0.045283 -1.670734 0.0 0.0 0.0
C -3.253679 0.293024 -2.114426 -0.1 0.0 0.0
C -2.148475 -0.412657 -1.631124 0.0 0.0 -0.1
N -0.829463 -0.068327 -1.940832 0.2 -0.1 0.1
C -0.510960 0.841332 -2.989611 0.1 0.0 0.0
C -1.086343 2.113934 -3.005648 0.0 0.0 0.1
C -0.880290 3.007738 -4.035542 0.0 0.0 0.0
C -0.066058 2.667040 -5.102717 0.0 0.0 0.0
C 0.148373 3.597365 -6.265538 0.0 0.0 0.0
C 0.607140 1.454817 -5.036339 0.1 0.0 0.0
C 0.470622 0.562343 -3.977169 0.0 0.0 0.0
C 1.371759 -0.698766 -3.934060 0.0 -0.1 0.0
O 1.381973 -1.331586 -2.707563 0.3 0.2 -0.1
C 2.923897 -0.459081 -4.261603 -0.1 -0.1 0.0
F 3.435068 -1.515957 -4.925564 0.0 0.1 0.1
F 3.647715 -0.368935 -3.131961 -0.1 0.0 0.0
F 3.205028 0.631576 -4.978686 0.0 -0.1 0.0
C 0.822510 -1.683925 -5.016392 0.0 0.0 0.0
F -0.511997 -1.689605 -5.025936 0.0 0.0 0.0
F 1.214981 -1.307104 -6.251066 0.0 0.0 0.0
F 1.228770 -2.939851 -4.815995 0.0 0.0 0.0
C -2.443789 -1.534997 -0.804777 0.0 0.0 0.0
C -3.738683 -1.736877 -0.351710 0.0 0.0 0.0
C -1.343623 -2.544782 -0.486247 0.0 0.0 0.1
O -0.170720 -1.919995 -0.104839 0.2 0.0 -0.6
C -1.637252 -3.499907 0.715092 0.0 0.1 0.1
F -2.719175 -4.282808 0.613197 0.0 0.0 0.0
F -0.590430 -4.331357 0.886485 0.1 0.0 -0.1
F -1.771077 -2.794261 1.842501 -0.1 0.1 0.0
C -1.121200 -3.460820 -1.751931 -0.1 0.0 0.1
F -1.990514 -4.485142 -1.786845 0.1 0.1 0.0
F -1.260489 -2.798775 -2.889395 0.1 0.0 0.0
F 0.117830 -4.006429 -1.759364 0.0 0.0 0.0
H -6.918671 -0.523119 -0.652171 0.0 0.0 0.0
H -6.497130 -2.192277 -0.264621 0.0 0.0 0.0
H -6.201509 -0.913175 0.910967 0.0 0.0 0.0
H -5.355750 0.648209 -2.064692 0.0 0.0 0.0
H -3.113241 1.067247 -2.850113 0.0 0.0 0.0
H -1.695783 2.405992 -2.160672 0.0 0.0 0.0
H -1.356943 3.980737 -4.002314 0.0 0.0 0.0
H -0.568517 4.417470 -6.249824 0.0 0.0 0.0
H 1.151168 4.028625 -6.241082 0.0 0.0 0.0
H 0.040705 3.070378 -7.214763 0.0 0.0 0.0
H 1.275051 1.210138 -5.848523 0.0 0.0 0.0
H -3.953287 -2.562109 0.309883 0.0 0.0 0.0
N -0.344956 1.063916 2.559436 0.1 0.0 -0.4
P 0.888673 -0.063820 2.185909 -0.3 0.1 0.0
C 2.371081 0.661666 2.972045 0.1 -0.1 0.0
C 2.482803 1.969872 3.421450 0.0 0.1 0.0
C 3.682759 2.442337 3.942177 0.0 0.0 0.0
C 4.785560 1.610285 4.023004 0.0 0.0 0.0
C 4.685929 0.296088 3.578791 0.0 0.0 0.0
C 3.493792 -0.167090 3.052289 0.0 0.0 0.1
C 0.544426 -1.455793 3.315233 0.1 0.0 0.0
C -0.233207 -1.320125 4.460290 0.0 0.0 0.0
C -0.468757 -2.418420 5.273157 0.0 0.0 0.0
C 0.075349 -3.655604 4.950310 0.0 0.0 0.0
C 0.843737 -3.798080 3.804072 0.0 0.0 0.0
C 1.066031 -2.702594 2.982345 0.0 0.0 0.0
P -1.711331 1.062898 1.503742 0.1 0.0 0.2
C -3.102010 1.114937 2.705637 0.0 0.0 0.0
C -3.595353 2.279014 3.291516 0.0 0.0 0.0
C -4.629178 2.219983 4.214684 0.0 0.0 0.0
C -5.184346 0.995775 4.563129 0.0 0.0 0.0
C -4.704262 -0.169627 3.983122 0.0 0.0 0.0
C -3.673783 -0.107155 3.055173 -0.1 0.1 0.1
C -1.798894 2.773350 0.877650 0.0 0.0 -0.1
C -2.938676 3.094246 0.135967 0.0 0.0 0.0
C -3.075805 4.344734 -0.442767 0.0 0.0 0.0
C -2.068982 5.293012 -0.297057 0.0 0.0 0.0
C -0.931536 4.979760 0.428951 0.0 0.0 0.0
C -0.797786 3.725175 1.012169 0.0 0.1 0.0
H -0.083894 1.930508 3.008110 -0.1 -0.1 0.3
H 1.647146 2.656574 3.370210 0.0 0.0 0.0
H 3.749636 3.467454 4.282607 0.0 0.0 0.0
H 5.717420 1.979563 4.431094 0.0 0.0 0.0
H 5.538842 -0.368028 3.649056 0.0 0.0 0.0
H 3.423560 -1.196730 2.716581 0.0 0.0 0.0
H -0.669249 -0.357523 4.698122 0.0 0.0 0.0
H -1.082447 -2.311036 6.158694 0.0 0.0 0.0
H -0.115020 -4.512164 5.584457 0.0 0.0 0.0
H 1.243274 -4.767800 3.534587 0.0 0.0 0.0
H 1.611034 -2.822242 2.051036 0.0 0.0 0.0
H -3.173318 3.240582 3.022082 0.0 0.0 0.0
H -5.004086 3.132244 4.661578 0.0 0.0 0.0
H -5.993897 0.952134 5.280778 0.0 0.0 0.0
H -5.136436 -1.127449 4.245269 0.0 0.0 0.0
H -3.310187 -1.012207 2.593688 0.1 -0.1 -0.1
H -3.719441 2.351371 0.006353 0.0 0.0 0.0
H -3.965043 4.577840 -1.015102 0.0 0.0 0.0
H -2.168046 6.267403 -0.757815 0.0 0.0 0.0
H -0.132614 5.703302 0.527864 0.0 0.0 0.0
H 0.121596 3.490329 1.535845 0.0 0.0 0.0
C 5.736609 0.025691 -0.169021 0.0 0.0 0.0
N 5.026449 -1.252126 -0.268548 0.0 0.0 0.0
C 5.647229 -2.423460 -0.560900 0.0 0.0 0.0
C 4.953133 -3.563261 -0.754002 0.0 0.0 0.0
C 3.529026 -3.490248 -0.640616 -0.1 -0.1 0.1
N 2.925037 -2.343909 -0.351186 0.0 0.1 -0.1
C 3.656633 -1.226899 -0.213915 -0.1 0.0 0.0
O 3.069695 -0.140262 -0.055199 0.1 0.0 -0.1
N 2.764882 -4.571824 -0.780875 0.0 0.0 0.0
H 6.790952 -0.178268 0.000241 0.0 0.0 0.0
H 5.326049 0.596472 0.659854 0.0 0.0 0.0
H 5.601490 0.596487 -1.086575 0.0 0.0 0.0
H 6.725442 -2.381297 -0.627890 0.0 0.0 0.0
H 5.456013 -4.490014 -0.981500 0.0 0.0 0.0
H 3.156128 -5.437938 -1.101811 0.0 0.0 0.0
H 1.761769 -4.456056 -0.786105 0.0 0.0 0.0
O 1.194162 3.593227 -1.480237 0.1 -0.1 0.1
Cl 1.824204 2.453590 -0.924232 0.1 -0.1 -0.2
O 2.259494 1.514786 -1.958016 -0.1 0.3 0.2
O 2.887686 2.805053 -0.048129 -0.1 0.0 -0.1
O 0.813053 1.636144 -0.165748 0.3 0.1 -0.2



Which frontier orbital gap belongs to each record? In order, 0.340, 0.252 Ha.
Which HOMO belongs to each record? In order, -0.3426, -0.2584 Eh.
Which relative energy (zero: lowest compared OMol25 entry of this formula, charge and spin) belongs to each record? In order, 1.127, 3.757 eV.